(1)
12
Properties=species:S:1:pos:R:3:forces:R:3 method="wB97M-V/def2-TZVPD" smiles="C=CN.SS" e_homo_ev=-8.39 multiplicity=1 relative_energy_kj_mol=130.45
S -3.128603 -0.483294 0.808477 0.84 0.09 -0.44
S -1.688597 0.301108 2.072282 0.23 0.08 0.62
H -2.236887 -1.289547 0.188942 -0.47 -0.12 0.06
H -0.708251 0.748024 1.237867 -0.59 -0.06 -0.20
C 0.872545 1.274773 -0.397913 0.23 -0.34 0.54
C 0.711752 0.051796 -0.937777 0.30 0.05 -1.25
N 1.029453 -1.153367 -0.344700 0.95 1.65 1.46
H 1.551939 1.444338 0.434223 -0.47 -0.25 0.44
H 0.297818 2.138893 -0.694077 0.42 0.01 -0.79
H 0.499698 0.003619 -2.004794 -1.19 -0.19 0.29
H 1.717921 -0.978969 0.378489 -0.26 -0.64 0.27
H 1.081210 -2.057374 -0.741014 0.02 -0.28 -1.01

(2)
15
Properties=species:S:1:pos:R:3:forces:R:3 method="wB97M-V/def2-TZVPD" e_homo_ev="-7.08 / -6.94" multiplicity=1 relative_energy_kj_mol=404.26
C 1.583462 -0.950804 -0.760315 0.04 -0.28 -0.25
O 0.900981 -0.638571 0.324217 -0.09 0.11 0.20
C -0.231581 -0.004474 0.364538 -0.15 -0.05 -0.06
C -1.068707 0.044856 -0.864049 0.00 0.07 0.00
C -0.781737 0.232440 1.732538 0.02 0.01 0.05
H 1.601425 1.226423 -0.840725 -0.04 0.15 0.04
H 1.064515 -1.047564 -1.704753 0.05 0.03 0.11
H 2.507997 -1.467082 -0.549479 -0.12 0.06 -0.02
H 1.074501 1.579379 -0.405359 0.09 0.06 -0.08
H -1.348449 -0.975920 -1.178950 0.06 0.08 0.02
H -0.539670 0.502603 -1.710306 -0.03 -0.07 0.15
H -1.984664 0.612201 -0.680241 0.14 -0.10 0.00
H -1.237577 1.226282 1.804937 0.06 -0.15 -0.03
H 0.017519 0.162529 2.475105 -0.11 0.01 -0.11
H -1.558009 -0.502292 1.992847 0.08 0.08 -0.03

(3)
89
Properties=species:S:1:pos:R:3:forces:R:3 method="wB97M-V/def2-TZVPD" smiles="CC(C)=Nc1c(CC(C)C)cc2c(c1CC=O)C(=O)c1ccc(P(=O)(O)O)cc1C2=O.COC[C@@H](C)N.COC[C@@H](C)N" e_homo_ev=-8.96 multiplicity=1 relative_energy_kj_mol=232.05
C -1.581909 2.898400 4.671049 -0.47 -0.86 0.05
C -2.716268 2.990582 3.653059 0.05 0.54 0.02
C -4.107850 2.837640 4.236484 0.83 1.31 0.24
N -2.529365 3.165688 2.390456 -1.08 -2.55 0.32
C -1.561798 2.227931 1.864797 0.71 2.12 0.37
C -0.254681 2.656125 1.678481 0.91 0.42 0.31
C 0.186808 4.082846 1.963847 -1.43 -0.09 -0.92
C 0.596092 4.811803 0.638241 0.60 -0.75 0.20
C 2.130363 4.679904 0.407095 -1.02 0.47 0.19
C -0.133191 4.287144 -0.608176 -0.03 0.75 -0.23
C 0.670368 1.746546 1.216751 0.19 0.40 0.07
C 0.285431 0.463089 0.950724 1.35 -1.25 -0.65
C -1.020121 0.025378 1.086508 -0.52 -0.33 0.04
C -1.963019 0.931094 1.555075 -0.95 -0.05 -0.04
C -3.409209 0.558169 1.747962 -0.50 -0.23 0.27
C -3.663576 -0.429237 2.886310 0.59 -0.34 0.32
O -2.873438 -1.254879 3.289743 -0.54 0.78 -0.21
C -1.399611 -1.385123 0.730218 -0.08 -0.30 0.01
O -2.548445 -1.742371 0.548900 0.63 0.23 -0.16
C -0.274127 -2.399630 0.632256 -1.92 1.34 0.13
C -0.639080 -3.721912 0.640606 1.47 -1.12 -0.08
C 0.419149 -4.676422 0.594630 -2.30 0.96 0.11
C 1.698410 -4.192027 0.546538 1.91 -1.04 -0.29
P 3.035311 -5.417599 0.547584 -0.01 -1.43 0.99
O 2.592145 -6.754577 0.185162 -0.25 -0.22 -0.54
O 4.297860 -4.928097 -0.322327 -0.60 0.52 0.38
O 3.569855 -5.489172 2.090086 0.00 1.08 -1.00
C 2.024531 -2.853273 0.497914 0.61 -0.40 0.06
C 1.018723 -1.941722 0.541895 0.63 1.08 0.02
C 1.360246 -0.479660 0.490019 -0.26 0.01 -0.36
O 2.442909 -0.105548 0.070444 -0.56 -0.19 0.47
H -1.158086 1.886920 4.708921 0.09 0.15 -0.11
H -1.982685 3.091544 5.670243 0.11 0.07 -0.13
H -0.797122 3.617435 4.442515 -0.03 -0.11 -0.06
H -4.173127 3.473463 5.127541 -0.39 -0.14 -0.10
H -4.883219 3.073323 3.510292 0.01 -0.14 0.08
H -4.153865 1.801387 4.589294 -0.13 0.05 -0.13
H 0.956705 4.120776 2.737431 0.07 0.02 -0.19
H -0.711143 4.591498 2.334479 0.28 0.05 0.17
H 0.304588 5.861096 0.753598 0.28 -0.06 0.07
H 2.605039 4.648837 1.391292 0.36 0.09 -0.31
H 2.472407 5.528941 -0.186692 0.25 -0.17 0.10
H 2.341635 3.770929 -0.160243 0.17 0.06 0.16
H 0.212257 3.301295 -0.928306 -0.14 0.00 0.23
H 0.108924 4.976763 -1.428833 -0.07 -0.14 0.06
H -1.224211 4.298206 -0.508317 0.13 -0.17 0.09
H 1.705032 2.025385 1.055818 -0.05 -0.06 0.07
H -4.027911 1.434484 1.947027 0.23 0.03 -0.05
H -3.825720 0.100058 0.842997 0.12 -0.05 0.17
H -4.652542 -0.328210 3.395827 0.13 -0.10 -0.34
H -1.688866 -3.976451 0.674997 0.12 -0.19 0.00
H 0.167057 -5.728614 0.595542 0.34 -0.01 0.03
H 4.495215 -3.989901 -0.201178 0.17 -0.03 -0.22
H 3.953445 -4.621155 2.287542 0.08 -0.22 0.54
H 3.063671 -2.541666 0.456212 -0.15 0.24 -0.08
C -3.610142 -8.827753 -1.795453 -0.13 -0.10 -0.12
C -4.016098 -7.792106 -0.751268 0.37 -0.13 -0.08
C -3.487440 -6.379391 -1.047597 -0.28 0.15 0.22
O -2.114066 -6.188125 -0.755805 -0.21 0.05 -0.22
C -1.227365 -6.643203 -1.759767 0.35 -0.05 0.19
N -3.600481 -8.265958 0.572408 -0.06 0.26 0.04
H -2.570883 -9.137676 -1.688781 0.01 0.07 0.04
H -4.221211 -9.724590 -1.690796 0.02 0.01 0.05
H -3.751663 -8.443471 -2.807933 0.02 0.01 0.01
H -5.108642 -7.733319 -0.762090 0.01 0.10 0.04
H -4.021176 -5.679588 -0.397734 0.06 0.01 0.04
H -3.705829 -6.077708 -2.079821 0.06 -0.10 -0.05
H -1.625656 -6.511754 -2.769570 -0.14 -0.02 0.05
H -0.969396 -7.690713 -1.591779 0.04 -0.02 -0.19
H -0.312674 -6.056187 -1.675456 0.00 -0.02 -0.03
H -3.960358 -7.630108 1.279185 -0.09 -0.10 0.02
H -2.591677 -8.151889 0.635029 0.01 -0.13 -0.03
C 4.263095 6.083696 -5.383403 0.12 0.01 -0.16
C 4.712844 6.417482 -3.964323 -0.34 -0.11 -0.12
C 4.615228 5.230623 -2.992374 0.24 0.13 0.19
O 3.303407 4.938578 -2.546630 0.12 -0.15 -0.24
C 2.530654 4.159542 -3.443004 -0.20 0.12 0.18
N 3.954827 7.578332 -3.487229 0.10 -0.09 0.21
H 3.178102 6.032101 -5.472417 0.00 -0.02 0.08
H 4.601985 6.855247 -6.075155 -0.02 0.03 0.05
H 4.680512 5.130771 -5.715526 -0.02 0.00 0.01
H 5.768157 6.701189 -4.018402 0.01 -0.02 0.10
H 5.175750 5.490318 -2.089562 -0.07 0.01 0.03
H 5.088921 4.332116 -3.408258 -0.07 0.00 -0.10
H 3.143260 3.433330 -3.984012 0.03 0.05 -0.04
H 1.993522 4.798050 -4.148245 0.04 -0.11 -0.14
H 1.787044 3.619068 -2.856765 0.06 -0.01 0.05
H 4.324449 7.866012 -2.585050 0.06 0.10 -0.07
H 3.013006 7.259645 -3.272748 -0.03 0.04 -0.11

(4)
149
Properties=species:S:1:pos:R:3:forces:R:3 method="wB97M-V/def2-TZVPD" smiles=COC[C@H](C)N.COC[C@H](C)N.COC[C@H](C)N.COC[C@H](C)N.COCCNCCOC.COCCNCCOC.COCCNCCOC.CCO e_homo_ev=-8.47 multiplicity=1 relative_energy_kj_mol=0.00
C 3.493289 -1.993567 -1.760187 0.23 0.61 -0.76
C 4.566959 -2.734108 -0.967992 -1.44 0.32 0.52
C 4.327156 -4.237379 -0.951058 -0.74 -0.06 0.05
O 3.041130 -4.561620 -0.418698 0.38 0.55 0.09
C 2.764101 -5.935343 -0.517388 -0.88 -0.05 -0.15
N 5.894476 -2.473671 -1.504007 0.58 0.22 0.62
H 3.641202 -0.906221 -1.743202 0.32 -0.06 0.21
H 2.470934 -2.108572 -1.403118 0.14 -0.53 0.10
H 3.559220 -2.246493 -2.823138 -0.18 -0.24 0.05
H 4.428234 -2.363846 0.059841 0.29 -0.20 0.15
H 5.056459 -4.715081 -0.287419 0.35 -0.14 -0.40
H 4.338108 -4.620069 -1.976780 0.58 -0.07 -0.02
H 3.652051 -6.563676 -0.430732 0.04 0.01 0.21
H 2.247956 -6.182151 -1.454816 0.33 0.11 -0.22
H 2.022233 -6.166633 0.248767 0.29 -0.12 0.25
H 6.568745 -2.876717 -0.850785 -0.04 -0.31 -0.30
H 6.104864 -1.483757 -1.383493 -0.29 0.05 -0.37
C -3.855033 -2.115124 3.222079 0.08 0.09 1.33
C -3.961507 -3.491755 2.573642 1.47 -0.40 0.18
C -4.670750 -4.546944 3.421513 -0.41 1.19 -0.02
O -3.974150 -4.771537 4.620616 0.29 0.32 0.03
C -4.500594 -5.814606 5.418473 0.04 0.64 -0.29
N -4.564538 -3.349830 1.250695 -0.03 -0.11 -0.10
H -4.030866 -2.166544 4.305194 -0.38 -0.23 -0.13
H -4.557096 -1.395608 2.806192 0.03 -0.03 -0.16
H -2.843190 -1.704897 3.235403 -0.02 -0.01 -0.74
H -2.927383 -3.865118 2.492575 -0.13 -0.04 -0.02
H -4.748201 -5.483569 2.862504 -0.38 -0.01 -0.13
H -5.628685 -4.058563 3.654126 -0.45 -0.77 -0.05
H -4.070481 -5.654689 6.403830 0.15 -0.42 0.03
H -4.228361 -6.770842 4.966937 -0.07 -0.23 0.30
H -5.587757 -5.741380 5.528363 -0.05 -0.03 -0.16
H -3.869415 -2.867627 0.684513 -0.29 0.13 -0.14
H -4.723601 -4.253561 0.814977 0.10 0.00 0.06
C -8.409239 0.178083 -3.882148 -0.43 -0.63 0.11
C -7.977706 -1.246002 -3.465572 0.63 1.10 0.40
C -6.591807 -1.222245 -2.850795 0.76 -0.71 0.62
O -5.606711 -0.888333 -3.800740 -0.48 0.30 -0.28
C -4.306482 -1.094443 -3.350077 0.89 -0.31 0.12
N -8.853994 -1.875077 -2.494734 -0.74 -0.36 -0.30
H -8.125197 0.939361 -3.155474 0.11 -0.02 0.02
H -9.502133 0.151090 -3.923425 0.02 0.28 -0.23
H -8.025048 0.423779 -4.870364 0.08 0.17 0.06
H -7.960257 -1.832733 -4.386549 0.07 -0.31 0.19
H -6.343454 -2.189034 -2.383988 -0.18 -0.26 -0.44
H -6.524107 -0.560880 -1.970738 -0.31 0.47 -0.26
H -4.127792 -2.140985 -3.063439 -0.18 0.00 0.05
H -4.000484 -0.471168 -2.499938 -0.34 0.09 0.04
H -3.610541 -0.873161 -4.160360 -0.17 0.10 -0.09
H -8.748808 -1.580441 -1.532962 0.33 0.28 -0.09
H -9.814321 -1.677770 -2.754230 -0.01 -0.18 0.15
C 4.069586 -2.574525 3.408885 0.39 0.08 -0.22
C 2.551932 -2.444801 3.560679 0.16 -0.73 0.31
C 1.762408 -3.494180 2.785810 0.68 0.90 -1.01
O 0.501177 -2.926712 2.510321 -0.64 0.09 0.81
C -0.302636 -3.649026 1.606230 1.43 0.36 -1.05
N 2.236542 -2.563172 5.006531 0.42 0.82 -0.69
H 4.403756 -2.956551 2.440484 -0.35 -0.25 -0.02
H 4.489675 -3.204622 4.193326 -0.03 -0.07 -0.03
H 4.563340 -1.599231 3.453188 -0.14 0.05 0.37
H 2.284001 -1.461333 3.159167 -0.29 -0.09 -0.11
H 1.719756 -4.447937 3.318880 -0.18 -0.02 0.11
H 2.287196 -3.626755 1.828789 -0.08 -0.34 -0.01
H -0.333834 -4.712521 1.859824 -0.66 0.08 0.22
H 0.194142 -3.598258 0.618842 -0.03 -0.20 0.01
H -1.227382 -3.098059 1.461608 -0.29 -0.36 0.46
H 1.252724 -2.341220 5.133874 0.02 0.01 0.08
H 2.767111 -1.778265 5.384448 -0.32 -0.20 0.66
C 0.011169 -0.374136 -0.567419 -0.33 -0.28 -0.06
C -1.470622 -0.615119 -0.848830 -0.46 0.28 0.63
O -2.203470 -0.737377 0.366276 -0.10 -0.48 0.24
H 0.137864 0.083286 0.414419 -0.08 0.19 -0.06
H 0.446156 0.262550 -1.336978 0.30 -0.12 0.08
H 0.499511 -1.348692 -0.509277 0.30 0.17 -0.11
H -1.614180 -1.562164 -1.372745 0.01 0.07 -0.15
H -1.946912 0.180999 -1.430947 0.36 0.03 -0.26
H -2.372674 0.156830 0.706589 -0.05 -0.07 -0.15
C -2.417130 2.630604 -4.361358 -0.20 -0.44 0.12
O -1.663817 1.532745 -3.885269 0.25 0.17 -0.24
C -1.029377 0.801860 -4.937466 -0.01 0.48 0.67
C 0.160588 0.035246 -4.346748 -0.61 -0.92 -0.73
N 1.439439 0.627992 -4.589665 -0.45 0.05 0.79
C 1.669650 1.900309 -3.964534 0.45 0.16 -0.19
C 3.102590 2.352296 -4.153698 -0.31 -0.09 0.03
O 3.260533 3.546407 -3.415253 0.25 0.11 -0.46
C 4.584350 4.038290 -3.498995 -0.12 -0.08 -0.11
H -2.996142 2.970587 -3.503749 -0.07 0.22 -0.16
H -3.091422 2.315768 -5.166499 -0.12 0.04 0.09
H -1.796071 3.444338 -4.751517 0.16 -0.05 0.11
H -0.667189 1.508956 -5.691791 0.01 -0.12 -0.14
H -1.771282 0.132964 -5.388073 0.06 -0.02 -0.09
H 0.088727 -0.973909 -4.764847 0.52 0.06 -0.20
H -0.039914 -0.145568 -3.287906 0.04 0.37 0.14
H 2.111584 0.192566 -5.185158 0.08 0.01 -0.02
H 1.501465 1.898050 -2.879679 -0.23 -0.34 -0.03
H 1.000001 2.665365 -4.379201 0.04 0.11 0.07
H 3.294618 2.479574 -5.226989 0.16 0.32 0.00
H 3.800025 1.585393 -3.797088 0.01 -0.08 0.14
H 5.265263 3.356924 -2.980917 0.13 0.11 0.10
H 4.607071 5.032492 -3.058311 0.00 -0.07 0.20
H 4.920559 4.135972 -4.536424 -0.09 -0.07 -0.09
C 3.302015 0.620219 1.282348 0.00 0.03 0.26
O 3.778555 1.786270 0.662994 0.40 0.19 0.88
C 2.793970 2.707065 0.256570 0.17 0.23 -1.04
C 3.487706 4.016522 -0.124707 0.86 -1.18 0.26
N 3.635217 4.899303 1.027911 -0.40 1.08 -0.74
C 4.197675 6.221400 0.661149 -0.27 -0.66 1.06
C 5.723709 6.174479 0.465870 -0.37 0.09 -0.33
O 6.309963 5.283869 1.397136 -0.41 0.04 0.46
C 7.692725 5.406147 1.428861 1.46 0.22 0.04
H 2.792339 0.792302 2.241119 -0.38 0.38 -0.24
H 4.164212 0.031225 1.596021 0.09 -0.20 -0.54
H 2.642917 0.090716 0.588224 0.00 -0.36 0.20
H 2.005834 2.918089 0.987721 0.18 -0.22 0.29
H 2.321063 2.301759 -0.650666 -0.20 -0.01 0.07
H 2.976322 4.369757 -1.020371 -0.20 0.89 0.45
H 4.505941 3.761432 -0.457581 -0.18 -0.35 -0.39
H 4.357921 4.511594 1.623927 -0.26 -0.41 0.14
H 3.939266 6.876195 1.499661 0.33 0.09 -0.03
H 3.662955 6.638235 -0.191814 0.24 -0.13 -0.24
H 6.121721 7.182616 0.625249 0.13 -0.01 -0.23
H 5.980085 5.808657 -0.535382 0.03 0.25 -0.14
H 8.188999 5.074254 0.506094 -0.30 0.09 -0.18
H 8.173373 4.825850 2.219493 -0.68 -0.29 0.13
H 8.031605 6.432556 1.628646 -0.28 0.11 -0.18
C -4.364371 1.724282 -0.216695 -0.09 0.39 0.53
O -3.163204 1.875752 0.510284 0.35 -0.35 0.50
C -2.377517 3.024913 0.236262 -0.67 -0.16 -1.39
C -1.203837 3.111708 1.171441 -0.90 0.79 0.04
N -1.647929 3.653700 2.448746 0.54 0.13 0.73
C -0.642319 3.633693 3.507710 0.29 0.10 0.62
C 0.086207 2.317972 3.731249 0.38 0.17 0.02
O -0.855275 1.385538 4.196234 -0.18 0.00 -0.09
C -0.368598 0.077371 4.356191 -0.23 -0.42 -0.34
H -5.079987 2.446380 0.188945 -0.21 0.03 -0.36
H -4.739362 0.722734 -0.016394 0.08 -0.06 -0.02
H -4.245824 1.852425 -1.296451 0.16 0.10 -0.02
H -2.978694 3.944190 0.256040 -0.08 -0.07 0.50
H -2.082989 2.958953 -0.824135 0.46 -0.11 0.15
H -0.568298 3.873974 0.710396 0.46 -0.26 0.13
H -0.697021 2.146873 1.236440 0.09 -0.05 -0.13
H -2.484426 3.232112 2.827165 -0.04 -0.39 -0.45
H -1.111770 3.853773 4.470819 -0.34 0.07 -0.19
H 0.100828 4.431799 3.409893 0.02 -0.04 -0.50
H 0.904224 2.441715 4.455115 -0.12 0.18 0.16
H 0.597895 2.000843 2.811552 -0.22 -0.33 -0.04
H 0.131360 -0.100388 5.315670 0.22 0.32 -0.05
H 0.280161 -0.194137 3.516074 0.12 -0.09 0.13
H -1.223165 -0.599851 4.326227 -0.02 0.07 -0.01